# 1
{
  "formula": "C11H9Cl2LiN3S",
  "method": "wB97M-V/def2-TZVPD",
  "species": ["Cl", "Cl", "S", "N", "N", "N", "C", "C", "C", "C", "C", "C", "C", "C", "C", "C", "C", "Li", "H", "H", "H", "H", "H", "H", "H", "H", "H"],
  "positions_angstrom": [[1.294, 3.365, -3.154], [3.696, 1.376, -0.999], [3.637, -1.474, 2.737], [-0.343, -0.163, -0.094], [2.408, -0.138, 0.790], [-0.920, -1.755, 1.525], [0.184, -0.992, 0.789], [-3.436, -1.847, 1.029], [-4.292, -1.277, 0.129], [-3.931, -0.188, -0.851], [1.486, -1.029, 1.396], [-2.489, 0.109, -0.922], [2.585, 4.376, -3.533], [1.999, -1.849, 2.275], [-1.762, -0.330, 0.111], [3.604, -0.208, 1.462], [-2.169, -1.185, 0.968], [1.831, 0.967, -0.340], [-2.240, 0.955, -1.664], [2.847, 4.646, -4.806], [-0.850, -2.126, 2.363], [-4.094, 0.196, -1.868], [3.568, 4.477, -2.909], [1.531, -2.642, 2.688], [-3.369, -2.521, 1.788], [-5.341, -1.202, 0.268], [4.566, 0.459, 0.821]],
  "mulliken_charge": [0.291, -0.781, -0.058, -0.449, -0.464, -0.215, 0.416, -0.775, -0.514, -0.597, -0.247, -0.109, -0.038, -0.285, 0.547, 0.168, 0.275, 0.813, 0.165, 0.348, 0.230, 0.324, 0.333, 0.496, 0.515, 0.348, 0.263],
  "lumo_energy_ev": [-8.10, -8.10],
  "total_charge": 1,
  "orbital_gap_ha": [0.1088, 0.1088],
  "de_lowest_kj_mol": 0.0,
  "e_tot_ev": -52094.4235
}

---

# 2
{
  "formula": "C3H7I2NS",
  "method": "wB97M-V/def2-TZVPD",
  "species": ["I", "I", "S", "N", "C", "C", "C", "H", "H", "H", "H", "H", "H", "H"],
  "positions_angstrom": [[1.717, 2.007, -0.303], [2.676, -1.404, 0.027], [0.055, -2.549, -1.007], [-0.714, -1.138, -1.089], [-0.741, -0.395, -2.286], [1.398, 0.125, 0.559], [0.905, 0.049, 1.977], [0.535, -2.930, -2.341], [-1.765, -0.446, -2.915], [0.051, -0.591, -3.051], [0.367, -0.876, 2.221], [-0.720, 0.690, -1.931], [0.430, 1.049, 2.273], [1.831, 0.170, 2.684]],
  "mulliken_charge": [0.098, 0.151, -0.098, -0.157, -0.635, -0.173, -1.000, 0.153, 0.231, 0.307, 0.274, 0.195, 0.331, 0.323],
  "lumo_energy_ev": [-0.29, -0.48],
  "orbital_gap_ha": [0.2767, 0.2613],
  "de_lowest_kj_mol": 345.3,
  "e_tot_ev": -31746.5229
}

---

# 3
{
  "formula": "C4H29NO12",
  "method": "wB97M-V/def2-TZVPD",
  "species": ["O", "O", "O", "O", "O", "O", "O", "O", "O", "O", "O", "O", "N", "C", "C", "C", "C", "H", "H", "H", "H", "H", "H", "H", "H", "H", "H", "H", "H", "H", "H", "H", "H", "H", "H", "H", "H", "H", "H", "H", "H", "H", "H", "H", "H", "H"],
  "positions_angstrom": [[0.656, -3.233, -0.859], [-2.585, -3.253, -0.286], [-1.649, 0.266, 0.113], [-1.041, 0.786, -2.363], [-0.824, 3.597, -0.334], [3.486, -0.076, 1.381], [0.166, -1.597, -2.786], [2.378, 1.595, 4.444], [0.216, -1.363, 1.098], [-1.134, -3.467, 1.677], [3.510, -2.086, -0.266], [-2.709, 3.123, -2.207], [0.888, 2.060, 0.015], [-1.162, 2.067, 1.500], [-0.363, 2.588, 0.264], [-2.271, 1.233, 0.873], [1.596, 2.310, -1.235], [-1.493, 3.028, 2.040], [-1.896, -2.887, 2.064], [-1.644, 1.387, -2.788], [-1.841, 3.058, -1.909], [1.940, 3.407, -1.190], [0.695, -1.539, 0.177], [-2.733, 4.057, -2.344], [0.180, -2.222, 1.569], [-2.584, -3.564, -1.222], [1.167, 1.856, -2.147], [-1.401, 0.887, -1.488], [2.663, 1.355, 3.694], [-0.511, -2.179, -3.329], [-2.937, 0.721, 1.675], [1.445, 1.220, 4.417], [1.001, -3.228, -1.793], [-0.179, -0.720, -2.517], [2.469, 1.683, -1.449], [2.886, -2.496, 0.417], [-2.963, 1.832, 0.225], [1.046, 1.121, 0.482], [3.717, -2.953, -0.372], [-1.531, -3.957, 0.991], [-2.842, -2.354, -0.186], [-0.427, 1.530, 2.162], [3.632, -0.790, 0.721], [4.180, 0.600, 1.360], [-0.226, -3.008, -0.725], [-0.968, -0.398, 0.434]],
  "mulliken_charge": [-0.567, -0.630, -0.671, -0.677, -0.721, -0.592, -0.656, -0.586, -0.740, -0.696, -0.645, -0.590, 0.060, -0.316, 0.393, -0.484, -0.834, 0.380, 0.325, 0.408, 0.347, 0.290, 0.344, 0.308, 0.306, 0.284, 0.241, 0.285, 0.267, 0.306, 0.281, 0.318, 0.309, 0.364, 0.315, 0.219, 0.360, 0.142, 0.310, 0.351, 0.304, 0.144, 0.390, 0.297, 0.320, 0.436],
  "smiles": "CNC(=O)CCO.O.O.O.O.O.O.O.O.O.O",
  "lumo_energy_ev": -0.11,
  "orbital_gap_ha": 0.3460,
  "de_lowest_kj_mol": 524.2,
  "e_tot_ev": -30676.0746
}

---

# 4
{
  "formula": "C4H9BrO",
  "method": "wB97M-V/def2-TZVPD",
  "species": ["Br", "O", "C", "C", "C", "C", "H", "H", "H", "H", "H", "H", "H", "H", "H"],
  "positions_angstrom": [[2.501, -0.141, -0.213], [-1.626, 0.076, -0.375], [0.761, 0.613, 0.376], [-0.450, -1.890, 0.115], [-0.389, -0.484, -0.445], [0.598, 2.058, -0.131], [-2.093, -0.383, 0.390], [0.296, -2.670, -0.004], [0.194, 2.533, 0.721], [0.018, 2.108, -0.992], [0.754, 0.426, 1.377], [-1.424, -2.470, -0.211], [-0.104, -0.438, -1.449], [-0.582, -1.794, 1.212], [1.549, 2.456, -0.371]],
  "mulliken_charge": [-0.199, -0.545, -0.333, -1.336, 0.103, -1.149, 0.362, 0.349, 0.274, 0.355, 0.571, 0.315, 0.437, 0.377, 0.419],
  "smiles": "C[C@H](Br)[C@@H](C)O",
  "lumo_energy_ev": 0.85,
  "orbital_gap_ha": 0.3769,
  "de_lowest_kj_mol": 108.3,
  "e_tot_ev": -76382.6568
}

---

# 5
{
  "formula": "C5H10O2",
  "method": "wB97M-V/def2-TZVPD",
  "species": ["O", "O", "C", "C", "C", "C", "C", "H", "H", "H", "H", "H", "H", "H", "H", "H", "H"],
  "positions_angstrom": [[2.212, 1.019, 1.959], [-0.754, 0.825, 2.225], [0.144, -1.283, -0.875], [-1.067, 0.363, 1.156], [0.440, 0.181, -0.786], [-0.757, 0.961, -0.201], [-0.599, -1.847, -1.823], [-1.011, -1.297, -2.659], [1.285, 0.347, -0.115], [-0.794, -2.910, -1.810], [-1.602, 0.795, -0.849], [-1.738, -0.524, 1.053], [1.570, 0.753, 2.641], [0.576, 0.610, -1.771], [0.569, -1.993, -0.182], [-0.563, 2.022, -0.017], [2.088, 1.978, 2.055]],
  "mulliken_charge": [-0.632, -0.500, -0.030, -0.019, -0.657, -0.524, -0.814, 0.266, 0.334, 0.260, 0.314, 0.348, 0.303, 0.328, 0.356, 0.344, 0.321],
  "smiles": "C=CCCC=O.O",
  "lumo_energy_ev": 0.94,
  "orbital_gap_ha": 0.3845,
  "de_lowest_kj_mol": 208.3,
  "e_tot_ev": -9440.8842
}

---

# 6
{
  "formula": "CH3N2OS",
  "method": "wB97M-V/def2-TZVPD",
  "species": ["S", "O", "N", "N", "C", "H", "H", "H"],
  "positions_angstrom": [[0.856, -1.350, -2.229], [1.833, 0.134, -0.254], [-0.615, -0.499, -0.320], [0.458, -0.704, -0.905], [-0.650, 0.480, 0.753], [-0.765, 1.436, 0.218], [-1.413, 0.137, 1.520], [0.295, 0.366, 1.217]],
  "mulliken_charge": [-0.444, -0.729, -0.514, 0.486, -0.550, 0.221, 0.233, 0.299],
  "lumo_energy_ev": [4.17, 4.17],
  "total_charge": -1,
  "orbital_gap_ha": [0.2680, 0.2680],
  "de_lowest_kj_mol": 237.5,
  "e_tot_ev": -16944.6258
}

---

# 7
{
  "formula": "C9H16N2O",
  "method": "wB97M-V/def2-TZVPD",
  "species": ["O", "N", "N", "C", "C", "C", "C", "C", "C", "C", "C", "C", "H", "H", "H", "H", "H", "H", "H", "H", "H", "H", "H", "H", "H", "H", "H", "H"],
  "positions_angstrom": [[0.841, 1.265, -1.759], [0.435, -1.011, -1.064], [-0.348, -1.021, 0.762], [-0.267, 0.571, 2.602], [-0.267, 0.373, 1.068], [2.708, -0.328, -1.405], [-1.765, -1.519, -1.083], [-1.593, -1.499, 0.383], [1.272, 0.136, -0.967], [-1.268, 1.383, 0.459], [1.204, 0.682, 0.623], [-0.718, -1.173, -1.813], [-2.377, -0.901, 0.864], [-0.086, 1.501, -1.798], [-1.655, -2.545, 0.757], [0.353, -0.330, 3.133], [2.982, -0.019, -2.491], [-2.255, 1.390, 0.985], [-0.775, -1.168, -2.846], [0.258, 1.565, 2.931], [2.820, -1.488, -1.403], [-2.733, -1.621, -1.757], [1.473, 1.749, 0.583], [-0.827, 2.311, 0.389], [1.875, 0.056, 1.332], [-1.499, 0.992, -0.556], [-1.329, 0.495, 2.833], [3.542, 0.151, -0.761]],
  "mulliken_charge": [-0.590, -0.229, -0.510, -1.674, 1.934, -1.409, -0.387, -0.352, 1.097, -1.777, -1.406, -0.326, 0.229, 0.347, 0.384, 0.345, 0.315, 0.363, 0.465, 0.284, 0.309, 0.204, 0.413, 0.400, 0.344, 0.492, 0.450, 0.286],
  "lumo_energy_ev": [0.38, 0.38],
  "orbital_gap_ha": [0.3092, 0.3093],
  "de_lowest_kj_mol": 527.2,
  "e_tot_ev": -14615.3190
}

---

# 8
{
  "formula": "C6H11NO2",
  "method": "wB97M-V/def2-TZVPD",
  "species": ["O", "O", "N", "C", "C", "C", "C", "C", "C", "H", "H", "H", "H", "H", "H", "H", "H", "H", "H", "H"],
  "positions_angstrom": [[-0.511, -2.274, -0.565], [2.315, 0.593, 0.749], [-1.079, -1.244, -1.314], [0.985, -1.054, 1.806], [-0.865, -0.036, -0.983], [-1.584, 0.960, -1.846], [-0.019, 0.488, 0.101], [-0.293, 1.640, 0.710], [1.227, -0.283, 0.510], [2.471, 1.123, -0.039], [1.895, -1.574, 2.089], [-0.839, -3.076, -0.995], [-2.007, 0.453, -2.708], [-1.158, 2.236, 0.481], [0.717, -0.358, 2.596], [-2.394, 1.422, -1.284], [1.498, -0.991, -0.287], [0.356, 2.007, 1.488], [-0.903, 1.742, -2.174], [0.185, -1.774, 1.665]],
  "mulliken_charge": [-0.316, -0.564, -0.590, -1.226, 0.836, -1.331, 0.361, -1.133, 0.183, 0.353, 0.320, 0.347, 0.392, 0.315, 0.336, 0.306, 0.373, 0.330, 0.342, 0.366],
  "smiles": "C=C(/C(C)=N\\O)[C@H](C)O",
  "lumo_energy_ev": 0.82,
  "orbital_gap_ha": 0.3678,
  "de_lowest_kj_mol": 296.3,
  "e_tot_ev": -11983.1973
}